(a)
The following is a DFT calculation (ωB97M-V/def2-TZVPD) of 2 unconnected molecules or ions with the total composition C4H13NO.

The SMILES is CCN(C)C.O. The value obtained for the molecular weight is 91.2 Da. The gap between HOMO and LUMO comes out at 9.6149 eV. The value obtained for the lowest unoccupied orbital energy is 0.88 eV. As for the HOMO energy: -8.7 eV.

Geometry as ORCA input:
```
! RIJCOSX wB97M-V def2-TZVPD def2/J DEFGRID3
* xyz 0 1
N 0.153 -0.973 0.642
C 0.008 -1.451 2.002
C -0.866 -1.562 -0.270
C 0.767 0.860 -0.587
C 0.066 0.473 0.642
H -0.959 -1.196 2.468
H 0.806 -0.898 2.526
H 0.186 -2.532 2.130
H -1.793 -1.280 0.258
H -0.813 -2.662 -0.326
H -0.909 -1.160 -1.296
H 0.059 0.696 -1.416
H 1.702 0.319 -0.812
H 0.991 1.938 -0.524
H 0.715 0.977 1.383
H -0.978 0.786 0.839
O 0.220 2.694 -2.924
H 0.719 3.133 -2.198
H -0.075 1.838 -2.538
*
```

(b)
The following is a DFT calculation (ωB97M-V/def2-TZVPD) of 2 unconnected molecules or ions with the total composition C4H13NO.

The SMILES is CCOCC.N. The value obtained for the molecular weight is 91.2 Da. The gap between HOMO and LUMO comes out at 10.1910 eV. The value obtained for the lowest unoccupied orbital energy is 0.99 eV. As for the HOMO energy: -9.2 eV.

Geometry as ORCA input:
```
! RIJCOSX wB97M-V def2-TZVPD def2/J DEFGRID3
* xyz 0 1
C -1.327 -1.378 -2.721
C -0.214 -0.877 -1.785
N 2.752 0.871 2.770
H -2.024 -1.824 -1.962
H -1.932 -0.664 -3.360
H -0.976 -2.106 -3.379
H 0.428 -0.203 -2.428
H 0.440 -1.810 -1.355
H 2.924 0.098 2.099
H 3.034 1.890 2.760
H 2.623 0.475 3.663
C -0.052 0.215 0.587
O -0.698 0.055 -0.781
C -0.963 1.050 1.405
H 0.916 0.696 0.304
H 0.163 -0.778 0.975
H -0.594 1.944 1.861
H -1.577 0.392 2.092
H -1.773 1.291 0.674
*
```

It comes down to (a), which is 0.0234 hartree more stable than the next structure.

(a)
The following is a DFT calculation (ωB97M-V/def2-TZVPD) of C3H7N5 in the gas phase.

The SMILES is [H]/N=C(N)\N=C\N/C=N/[H]. The value obtained for the molecular weight is 113.1 Da. The gap between HOMO and LUMO comes out at 9.6534 eV. The value obtained for the lowest unoccupied orbital energy is 0.61 eV. As for the HOMO energy: -9.0 eV.

Geometry as ORCA input:
```
! RIJCOSX wB97M-V def2-TZVPD def2/J DEFGRID3
* xyz 0 1
C -1.402 0.953 0.812
C 0.597 0.550 -0.079
C 1.438 -1.590 -0.741
H -2.815 -0.223 -0.206
H -3.452 1.108 0.875
H -0.159 2.001 1.763
H 0.863 1.551 -0.098
H 2.377 0.111 -1.172
H 0.621 -1.917 -0.080
H 2.115 -3.147 -1.541
N -2.631 0.557 0.477
N -1.155 1.944 1.575
N -0.540 0.031 0.189
N 1.622 -0.219 -0.547
N 2.226 -2.165 -1.621
*
```

(b)
The following is a DFT calculation (ωB97M-V/def2-TZVPD) of C3H7N5 in the gas phase.

The SMILES is [H]\N=N/C(=N\[H])C(/N)=C\N. The value obtained for the molecular weight is 113.1 Da. The gap between HOMO and LUMO comes out at 7.8992 eV. The value obtained for the lowest unoccupied orbital energy is 0.36 eV. As for the HOMO energy: -7.5 eV.

Geometry as ORCA input:
```
! RIJCOSX wB97M-V def2-TZVPD def2/J DEFGRID3
* xyz 0 1
C -0.526 -0.769 -0.383
C 0.148 0.570 -0.308
N -0.624 1.669 -0.691
N 2.168 -0.342 0.650
C 1.396 0.693 0.168
N -1.028 -0.979 0.858
N -2.039 -0.674 1.463
N -0.418 -1.553 -1.368
H -1.476 1.429 -1.172
H -0.746 2.403 -0.006
H -2.774 -0.207 0.889
H -0.928 -2.428 -1.267
H 3.164 -0.223 0.543
H 1.839 -1.265 0.379
H 1.844 1.676 0.247
*
```

(c)
The following is a DFT calculation (ωB97M-V/def2-TZVPD) of C3H7N5 in the gas phase.

The SMILES is [H]/N=c1/ncn(C)n1N. The value obtained for the molecular weight is 113.1 Da. The gap between HOMO and LUMO comes out at 8.4417 eV. The value obtained for the lowest unoccupied orbital energy is 0.62 eV. As for the HOMO energy: -7.8 eV.

Geometry as ORCA input:
```
! RIJCOSX wB97M-V def2-TZVPD def2/J DEFGRID3
* xyz 0 1
C -2.404 0.039 -0.205
C -0.284 -1.523 0.154
C 1.195 -0.087 -0.035
H -2.082 1.209 0.209
H -3.138 -0.223 0.747
H -3.042 -0.234 -1.249
H -0.940 -2.363 0.006
H 2.648 1.168 -0.597
H -0.031 2.279 -0.408
H 0.265 1.788 1.198
N -0.953 -0.394 -0.015
N 1.053 -1.452 0.199
N 2.341 0.286 -0.212
N -0.074 0.577 -0.174
N -0.184 1.812 0.289
*
```

It comes down to (a), which is 0.0844 hartree more stable than the next structure.

(a)
The following is a DFT calculation (ωB97M-V/def2-TZVPD) of C3H7N5 in the gas phase.

The SMILES is [H]/N=c1/[nH]c(N)cn1N. The value obtained for the molecular weight is 113.1 Da. The gap between HOMO and LUMO comes out at 8.1653 eV. The value obtained for the lowest unoccupied orbital energy is 0.74 eV. As for the HOMO energy: -7.4 eV.

Geometry as ORCA input:
```
! RIJCOSX wB97M-V def2-TZVPD def2/J DEFGRID3
* xyz 0 1
C 1.360 -0.225 0.024
C 0.558 0.796 -0.217
C -0.922 -0.964 -0.028
H 3.020 0.914 0.469
H 3.050 -0.406 -0.787
H 0.697 1.939 0.034
H -2.177 1.183 1.164
H -2.328 1.788 -0.645
H -2.873 -1.196 0.367
H 0.669 -2.378 -0.444
N 2.804 -0.244 0.323
N -0.729 0.407 -0.406
N -1.692 1.308 0.161
N -1.905 -1.688 0.164
N 0.468 -1.233 -0.181
*
```

(b)
The following is a DFT calculation (ωB97M-V/def2-TZVPD) of a molecular structure, C3H7N5.

The value obtained for the molecular weight is 113.1 Da. The gap between HOMO and LUMO comes out at 9.0919 eV. The value obtained for the lowest unoccupied orbital energy is 0.46 eV. As for the HOMO energy: -8.6 eV.

Geometry as ORCA input:
```
! RIJCOSX wB97M-V def2-TZVPD def2/J DEFGRID3
* xyz 0 1
C -1.340 -1.437 -0.226
C 1.848 1.389 0.834
C 1.301 0.340 -0.146
H -0.285 -1.672 0.469
H -1.471 -2.392 -1.179
H -2.422 -1.693 0.700
H -1.667 0.389 -1.301
H -1.321 1.761 0.702
H 2.870 1.636 1.397
H 1.206 -1.286 -1.260
N -0.917 -0.170 -1.030
N -0.054 0.780 -0.503
N -0.441 1.204 0.775
N 0.662 1.691 1.502
N 2.031 -0.539 -0.736
*
```

(c)
The following is a DFT calculation (ωB97M-V/def2-TZVPD) of C3H7N5 in the gas phase.

The SMILES is [H]/N=c1/ncn(NC)[nH]1. The value obtained for the molecular weight is 113.1 Da. The gap between HOMO and LUMO comes out at 8.8525 eV. The value obtained for the lowest unoccupied orbital energy is 0.61 eV. As for the HOMO energy: -8.2 eV.

Geometry as ORCA input:
```
! RIJCOSX wB97M-V def2-TZVPD def2/J DEFGRID3
* xyz 0 1
C -2.327 -0.150 0.925
C -0.154 1.224 -0.279
C 1.520 -0.087 0.085
H -3.223 -0.732 1.113
H -2.582 0.918 1.055
H -1.606 -0.408 1.718
H -2.473 -0.334 -1.145
H -0.873 2.018 -0.449
H 2.890 -1.481 0.415
H 0.143 -1.760 -0.157
N -1.801 -0.542 -0.403
N -0.557 0.001 -0.709
N 1.074 1.281 0.140
N 2.702 -0.460 0.503
N 0.509 -0.871 -0.521
*
```

It comes down to (c), which is 0.0961 hartree more stable than the next structure.

(a)
The following is a DFT calculation (ωB97M-V/def2-TZVPD) of 2 unconnected molecules or ions with the total composition C3H8NO3.

The value obtained for the molecular weight is 106.1 Da. The gap between HOMO and LUMO comes out at 8.4449 eV. The value obtained for the lowest unoccupied orbital energy is 3.94 eV. As for the HOMO energy: -4.5 eV.

Geometry as ORCA input:
```
! RIJCOSX wB97M-V def2-TZVPD def2/J DEFGRID3
* xyz -1 1
C -0.806 1.144 0.773
C -1.231 -0.166 0.194
C -0.135 -0.823 -0.657
O 0.680 -0.037 -1.235
O -0.124 -2.071 -0.731
N -1.898 1.868 1.548
H 0.089 1.084 1.385
H -0.610 1.875 -0.007
H -1.516 -0.886 0.975
H -2.205 -0.136 -0.314
H -1.762 1.635 2.529
H -2.806 1.501 1.298
H 2.299 -0.078 -0.774
H 2.927 -0.509 0.541
O 3.168 -0.224 -0.340
*
```

(b)
The following is a DFT calculation (ωB97M-V/def2-TZVPD) of a molecular structure, C3H8NO3.

The value obtained for the molecular weight is 106.1 Da. The gap between HOMO and LUMO comes out at 7.0233 eV. The value obtained for the lowest unoccupied orbital energy is 3.22 eV. As for the HOMO energy: -3.8 eV.

Geometry as ORCA input:
```
! RIJCOSX wB97M-V def2-TZVPD def2/J DEFGRID3
* xyz -1 1
O -1.835 0.528 1.031
C -1.406 -0.187 0.072
N -0.228 0.069 -0.796
C 0.596 0.926 0.000
O 1.901 1.342 -0.394
C -2.267 -1.347 -0.550
H -0.474 -0.833 0.151
H -0.005 1.802 0.330
H 0.753 0.311 0.985
H -1.796 -2.009 -1.271
H -3.140 -0.958 -1.082
H -2.710 -1.820 0.332
H 2.389 0.404 -0.275
H 3.561 -1.148 0.564
O 2.619 -0.943 0.450
*
```

(c)
The following is a DFT calculation (ωB97M-V/def2-TZVPD) of 2 unconnected molecules or ions with the total composition C3H8NO3.

The value obtained for the molecular weight is 106.1 Da. The gap between HOMO and LUMO comes out at 8.7345 eV. The value obtained for the lowest unoccupied orbital energy is 4.31 eV. As for the HOMO energy: -4.4 eV.

Geometry as ORCA input:
```
! RIJCOSX wB97M-V def2-TZVPD def2/J DEFGRID3
* xyz -1 1
N -0.913 -2.222 -1.912
C -0.494 -1.144 -1.105
O -0.741 -1.235 0.143
O 0.169 -0.223 -1.697
H -0.904 -2.192 -2.919
H -1.477 -2.932 -1.459
C 1.074 0.880 1.181
O 1.640 1.349 -0.069
C -0.385 1.387 1.351
H 1.162 -0.245 1.216
H 1.737 1.322 1.931
H 1.301 0.742 -0.771
H -0.862 1.512 0.315
H -0.954 0.665 1.894
H -0.354 2.337 1.901
*
```

(d)
The following is a DFT calculation (ωB97M-V/def2-TZVPD) of 2 unconnected molecules or ions with the total composition C3H8NO3.

The value obtained for the molecular weight is 106.1 Da. The gap between HOMO and LUMO comes out at 8.3197 eV. The value obtained for the lowest unoccupied orbital energy is 4.02 eV. As for the HOMO energy: -4.3 eV.

Geometry as ORCA input:
```
! RIJCOSX wB97M-V def2-TZVPD def2/J DEFGRID3
* xyz -1 1
C 0.059 0.643 1.970
N 0.809 -0.401 1.278
C 0.094 -0.979 0.122
C 0.861 -0.622 -1.230
O 0.518 -1.328 -2.204
O 1.688 0.317 -1.151
H -0.491 1.319 1.298
H 0.777 1.189 2.577
H -0.606 0.198 2.711
H 1.599 0.077 0.846
H -0.894 -0.519 0.135
H 0.189 -2.055 0.123
H -1.252 1.408 -1.944
H -1.427 -0.042 -2.249
O -1.922 0.795 -2.282
*
```

It comes down to (c), which is 0.0059 hartree more stable than the next structure.

(a)
The following is a DFT calculation (ωB97M-V/def2-TZVPD) of 2 unconnected molecules or ions with the total composition C3H8NO3.

The value obtained for the molecular weight is 106.1 Da. The gap between HOMO and LUMO comes out at 8.9386 eV. The value obtained for the lowest unoccupied orbital energy is 4.32 eV. As for the HOMO energy: -4.6 eV.

Geometry as ORCA input:
```
! RIJCOSX wB97M-V def2-TZVPD def2/J DEFGRID3
* xyz -1 1
C -1.692 0.265 0.807
O -0.702 -0.132 1.719
C -1.965 -0.782 -0.263
H -2.611 0.431 1.382
H -1.421 1.217 0.329
H 0.140 -0.301 1.210
H -2.330 -1.696 0.212
H -2.718 -0.423 -0.961
H -1.046 -1.027 -0.786
N 3.108 0.679 -0.537
C 1.735 0.306 -0.523
O 0.965 1.000 -1.197
O 1.451 -0.648 0.271
H 3.732 -0.067 -0.284
H 3.354 1.179 -1.380
*
```

(b)
The following is a DFT calculation (ωB97M-V/def2-TZVPD) of 2 unconnected molecules or ions with the total composition C3H8NO3.

The value obtained for the molecular weight is 106.1 Da. The gap between HOMO and LUMO comes out at 8.9879 eV. The value obtained for the lowest unoccupied orbital energy is 4.22 eV. As for the HOMO energy: -4.8 eV.

Geometry as ORCA input:
```
! RIJCOSX wB97M-V def2-TZVPD def2/J DEFGRID3
* xyz -1 1
C 1.166 0.255 0.761
O 1.427 1.472 0.084
C 0.877 -0.894 -0.216
N 0.182 -1.955 0.525
H 2.072 0.007 1.325
H 0.333 0.339 1.460
H 0.535 1.716 -0.281
H 0.257 -0.558 -1.046
H 1.835 -1.260 -0.592
H 0.394 -2.877 0.182
H -0.810 -1.774 0.538
O -1.042 2.054 -0.957
C -2.057 1.366 -0.697
O -2.137 0.314 -0.037
H -3.031 1.795 -1.049
*
```

It comes down to (a), which is 0.0256 hartree more stable than the next structure.

(a)
The following is a DFT calculation (ωB97M-V/def2-TZVPD) of C2H2N2O2S in the gas phase.

The value obtained for the molecular weight is 118.1 Da. The gap between HOMO and LUMO (alpha / beta) comes out at 7.0914 / 7.0894 eV. The value obtained for the lowest unoccupied orbital energy (alpha / beta) is -0.83 / -0.83 eV. As for the HOMO energy (alpha / beta): -7.9 / -7.9 eV.

Geometry as ORCA input:
```
! RIJCOSX wB97M-V def2-TZVPD def2/J DEFGRID3
* xyz 0 1
C -0.375 1.963 0.066
C 0.957 1.604 0.109
N -1.293 2.536 -0.388
N -0.704 -0.990 0.084
O 1.627 0.569 0.151
O 1.349 -1.926 -0.823
S 0.875 -1.332 0.400
H -1.283 -1.512 -0.589
H -1.152 -0.913 0.990
*
```

(b)
The following is a DFT calculation (ωB97M-V/def2-TZVPD) of C2H2N2O2S in the gas phase.

The SMILES is N#C[C@H](S)[N+](=O)[O-]. The value obtained for the molecular weight is 118.1 Da. The gap between HOMO and LUMO comes out at 9.9697 eV. The value obtained for the lowest unoccupied orbital energy is -0.71 eV. As for the HOMO energy: -10.7 eV.

Geometry as ORCA input:
```
! RIJCOSX wB97M-V def2-TZVPD def2/J DEFGRID3
* xyz 0 1
C -0.220 1.208 -0.001
C -0.137 -0.109 -0.547
N -0.276 2.272 0.392
N 1.147 -0.700 -0.011
O 2.160 -0.544 -0.686
O 1.071 -1.190 1.098
S -1.691 -0.879 0.099
H -0.281 -0.012 -1.568
H -1.773 -0.047 1.223
*
```

It comes down to (b), which is 0.0187 hartree more stable than the next structure.